Entry 1:
This record from the OMol25 dataset describes C15H22N2O4 in the gas phase. The level of theory is the ωB97M-V functional and the def2-TZVPD basis.

Summary:
E_tot in a.u.: -995.1077
Relative energy (zero: lowest compared OMol25 entry of this formula, charge and spin) in kcal per mole: 134.2
Kohn-Sham gap in eV: 9.7
E_LUMO in eV: 0.75
SMILES: O=C([C@H](CO)NC(=O)[C@H]1C[C@@]2(C1)C[C@]21CC1)N1CCCO1
F_max in eV/Å: 0.45

```
! wB97M-V def2-TZVPD RIJCOSX def2/J DEFGRID3
* xyz 0 1
O 1.47 -2.73 -1.85
H -5.17 0.30 0.24
H 2.54 -1.03 0.70
H -1.85 -1.68 1.02
H 3.00 2.18 -2.16
H -2.93 3.63 2.05
H -3.13 3.47 -0.46
C -2.10 0.27 2.01
H 4.91 1.29 -1.02
O 0.62 0.45 0.79
H 2.02 -4.03 0.56
C -3.91 1.98 0.96
H -5.03 0.42 2.07
H 3.54 1.30 -3.59
C -4.62 0.68 1.10
H -4.95 3.45 -0.31
H 2.52 -3.12 2.01
O 3.96 -3.28 0.51
C -3.88 3.28 1.64
H -1.39 1.05 2.29
C 2.03 -1.91 0.32
N 0.63 -1.82 0.65
H -1.64 0.87 -0.64
C -2.28 0.13 -0.15
H 1.53 0.50 -1.48
H 0.06 -2.61 0.41
H 5.24 0.22 -2.42
H -2.49 -0.22 2.90
C 2.61 -3.18 0.92
C -4.00 3.19 0.13
C 2.16 -1.97 -1.22
C 3.29 1.21 -2.53
H -2.81 -0.46 -0.90
O 3.91 -0.47 -0.99
C -3.11 0.75 0.97
C 2.18 0.18 -2.30
C 4.47 0.60 -1.74
H 4.28 -4.16 0.68
H -4.75 3.60 2.20
C -1.49 -0.66 0.93
H 1.60 -0.05 -3.19
N 2.95 -1.02 -1.90
C 0.01 -0.61 0.79
*
```


Entry 2:
This record from the OMol25 dataset describes C7H8O2 in the gas phase in a non-equilibrium geometry. The level of theory is the ωB97M-V functional and the def2-TZVPD basis.

Summary:
E_tot in a.u.: -421.7234
Relative energy (zero: lowest compared OMol25 entry of this formula, charge and spin) in kcal per mole: 181.8
Kohn-Sham gap in eV: 9.6
E_LUMO in eV: 0.92
SMILES: C1=C[C@H]2O[C@@H]2[C@@]2(C1)CO2
F_max in eV/Å: 6.59

```
! wB97M-V def2-TZVPD RIJCOSX def2/J DEFGRID3
* xyz 0 1
H -0.53 -0.69 -1.64
C 1.97 0.00 0.76
C -2.21 0.10 0.14
H 0.50 2.27 0.86
H -3.16 -0.48 -0.13
C -0.07 -0.82 -0.73
C -1.03 -0.74 0.60
C 0.90 0.14 -0.19
C -0.03 1.58 0.06
H -0.68 -0.85 1.58
O 2.19 0.15 -0.67
H 2.25 1.05 1.34
H -2.18 2.21 -0.44
O -0.47 -1.98 -0.04
C -1.58 1.35 -0.08
H -0.03 2.36 -0.69
H 2.34 -0.91 1.47
*
```


Entry 3:
This record from the OMol25 dataset describes a 2-piece molecular cluster, C5H15N2 overall in a non-equilibrium geometry. The level of theory is the ωB97M-V functional and the def2-TZVPD basis.

Summary:
E_tot in a.u.: -308.6758
Relative energy (zero: lowest compared OMol25 entry of this formula, charge and spin) in kcal per mole: 73.3
Kohn-Sham gap in eV: 7.2
E_LUMO in eV: -6.72
F_max in eV/Å: 3.52

```
! wB97M-V def2-TZVPD RIJCOSX def2/J DEFGRID3
* xyz 1 1
H 0.10 0.48 -1.64
H 0.50 -0.68 1.12
N 0.40 -2.53 -1.79
H 1.29 1.70 0.32
H -0.01 -1.95 -2.50
H 1.69 -0.60 -0.17
C 0.62 -0.70 0.04
H -2.67 1.47 1.46
H -1.16 2.31 1.13
C 0.14 -2.16 -0.45
N 2.06 1.82 0.97
H -1.15 0.74 1.94
H -0.93 -2.26 -0.27
H -1.98 1.26 -0.97
H 1.70 2.18 1.84
C -1.50 0.64 -0.21
C -1.64 1.33 1.17
H 1.36 -2.76 -1.99
H -2.05 -0.32 -0.20
C -0.13 0.33 -0.58
H 0.68 -2.84 0.21
H 2.69 2.52 0.58
*
```


Entry 4:
This record from the OMol25 dataset describes a 7-piece molecular cluster, C13H41NO7 overall in a non-equilibrium geometry. The level of theory is the ωB97M-V functional and the def2-TZVPD basis.

Summary:
E_tot in a.u.: -1101.2297
Kohn-Sham gap (alpha / beta) in eV: 2.2 / 9.7
E_LUMO (alpha / beta) in eV: 2.75 / 2.60
F_max in eV/Å: 3.26

```
! wB97M-V def2-TZVPD RIJCOSX def2/J DEFGRID3
* xyz -1 2
O -1.92 2.84 1.98
H 4.76 -4.39 -4.42
H -3.37 1.39 1.94
H -2.03 4.22 0.55
C 3.44 -2.46 -1.80
C 4.45 -2.78 -2.89
H 0.84 4.52 1.65
H 3.69 1.71 -0.13
H 4.10 2.13 1.44
H -5.32 -2.17 -0.70
C -2.13 3.14 0.56
H -0.60 0.81 5.06
H -3.72 -1.16 -3.61
O 1.51 3.15 -0.44
O 0.68 0.15 -0.08
H 3.12 -3.33 -1.23
H -1.36 2.56 0.05
H -2.95 1.75 4.17
H -1.76 0.81 1.68
H -5.33 -1.52 -3.00
C -3.69 -1.39 -1.50
H -1.01 -1.89 2.01
H -3.10 2.86 0.14
H 0.27 -0.30 0.66
H -0.44 2.27 4.14
H -3.56 -0.21 3.96
H 2.56 1.31 1.25
H 3.20 -3.63 -4.50
H 3.76 -1.66 -1.13
H 3.91 -1.33 -4.09
H 3.04 4.10 0.37
C -2.29 -1.95 -1.18
H -0.06 0.68 3.41
H 0.65 0.42 -1.86
C 1.33 3.55 1.72
O -4.48 -1.81 -0.42
H 0.44 -1.83 2.45
H 2.54 -2.05 -2.26
H 1.76 3.51 2.72
H -4.17 -2.82 -3.09
H 0.58 2.78 1.59
O 0.86 0.48 -2.79
C 2.35 3.29 0.63
H 5.34 -3.13 -2.37
C 3.22 2.05 0.80
C -4.27 -1.75 -2.88
H -1.82 -2.09 -2.16
H 0.01 0.56 -3.23
H -2.13 -2.81 -0.54
C 3.96 -4.00 -3.80
O 4.73 -1.65 -3.70
H -1.74 -1.15 -0.69
C -2.21 1.10 3.69
N -2.55 -0.31 3.91
H -3.61 -0.32 -1.32
H 1.58 -0.16 -0.08
H -2.31 -0.43 4.89
C -0.74 1.23 4.06
O -0.12 -1.97 1.68
C -2.34 1.52 2.28
H 3.45 -4.79 -3.25
H 0.99 2.35 -0.31
*
```


Entry 5:
This record from the OMol25 dataset describes a 13-piece molecular cluster, C26H78O13S13 overall in a non-equilibrium geometry. The level of theory is the ωB97M-V functional and the def2-TZVPD basis.

Summary:
E_tot in a.u.: -7191.4506
Relative energy (zero: lowest compared OMol25 entry of this formula, charge and spin) in kcal per mole: 68.1
Kohn-Sham gap in eV: 8.1
E_LUMO in eV: -0.49
F_max in eV/Å: 2.62

```
! wB97M-V def2-TZVPD RIJCOSX def2/J DEFGRID3
* xyz 0 1
H 18.24 7.48 10.08
O 6.60 13.34 12.41
H 15.60 7.43 9.52
C 13.64 15.67 6.83
C 16.24 9.24 7.28
H 9.88 11.37 11.01
C 8.14 14.34 10.34
O 15.68 10.11 9.79
H 12.60 8.52 13.90
H 13.87 7.62 9.73
C 18.53 15.67 11.89
H 17.57 17.69 9.87
O 11.93 6.22 11.41
C 9.59 10.23 15.89
O 14.19 13.73 17.17
H 17.59 10.97 13.08
H 12.66 14.16 13.01
H 12.94 15.90 16.37
O 11.38 14.97 10.20
S 18.30 11.51 15.79
C 17.32 12.04 17.31
C 10.82 12.22 17.22
H 16.31 12.30 16.96
C 17.93 10.65 12.09
H 8.82 9.03 9.79
H 8.66 9.71 15.69
H 9.38 12.77 12.29
H 12.81 15.81 7.52
H 14.38 7.19 8.13
H 13.94 16.64 6.41
H 15.32 12.63 12.60
C 16.09 15.61 16.56
C 10.93 17.72 10.21
H 10.00 7.96 9.49
H 9.24 8.91 8.10
S 9.14 11.90 16.58
O 17.99 8.01 12.96
H 18.42 13.86 15.48
S 17.35 8.89 11.88
H 16.85 16.10 17.18
H 16.03 9.85 15.72
C 14.68 7.75 9.02
C 13.24 16.65 11.09
H 9.72 6.33 13.58
H 15.78 17.48 10.08
H 13.78 15.86 11.61
H 15.24 10.90 12.89
H 13.28 13.94 9.14
H 8.74 15.20 10.06
H 14.12 14.43 13.99
H 16.11 8.27 14.89
H 7.19 14.57 9.84
H 13.63 16.65 10.08
S 13.58 12.09 14.18
S 15.03 14.94 7.79
S 14.59 8.07 16.70
H 17.11 13.29 14.52
H 12.60 16.24 17.97
H 11.18 10.16 11.57
H 17.04 8.66 7.77
H 17.56 11.29 11.29
H 14.88 13.42 9.59
H 11.39 6.19 14.17
H 10.20 10.27 14.98
H 13.81 17.28 17.06
O 15.92 15.02 11.98
H 11.19 18.57 10.83
H 10.71 13.24 17.60
H 18.59 15.00 12.75
C 13.43 16.28 17.27
C 14.64 11.79 12.73
H 9.84 17.63 10.20
O 12.30 11.31 13.97
H 14.14 11.69 11.77
O 15.95 14.43 6.71
H 16.58 14.83 15.97
H 10.05 14.46 12.71
H 17.81 12.87 17.82
C 13.15 13.92 13.96
S 11.46 16.20 11.08
C 9.67 8.92 9.11
H 13.00 9.44 18.12
H 10.38 7.61 14.47
H 15.81 8.65 6.47
C 16.77 17.30 10.50
H 13.34 14.98 6.04
H 11.57 12.35 16.43
O 19.79 11.35 16.16
C 9.22 13.75 12.74
S 10.95 10.27 9.08
O 13.50 7.29 15.93
S 16.95 15.49 10.95
C 13.68 9.62 17.28
C 15.46 8.98 15.40
H 12.61 14.27 14.84
H 11.14 11.42 17.89
H 13.52 7.20 13.37
C 14.22 13.55 8.74
H 14.24 12.58 8.25
H 15.62 16.31 15.88
H 13.54 8.73 12.37
H 19.48 15.49 11.38
H 14.38 10.39 17.60
C 12.96 8.05 12.98
H 16.88 17.93 11.38
H 9.11 13.72 13.82
H 11.41 17.91 9.25
C 10.83 10.87 10.81
H 13.34 17.52 11.74
S 11.44 7.44 12.18
H 17.36 11.15 17.94
H 10.20 9.67 16.60
H 13.11 9.94 16.41
H 18.88 13.06 14.01
C 18.14 13.06 14.80
H 17.88 9.17 9.55
O 8.35 11.60 17.83
O 10.51 11.27 8.07
S 7.58 14.45 12.13
S 14.72 15.04 17.73
H 19.01 10.73 12.13
H 16.64 10.12 6.79
C 10.66 6.86 13.73
H 19.34 8.82 10.50
C 18.31 8.53 10.33
S 14.95 9.54 8.55
H 14.68 9.35 14.72
H 18.52 16.62 12.40
H 8.54 13.37 10.03
H 11.45 11.75 10.94
*
```


Entry 6:
This record from the OMol25 dataset describes a 2-piece molecular cluster, C4H6N2S overall in a non-equilibrium geometry. The level of theory is the ωB97M-V functional and the def2-TZVPD basis.

Summary:
E_tot in a.u.: -663.5739
Relative energy (zero: lowest compared OMol25 entry of this formula, charge and spin) in kcal per mole: 97.0
Kohn-Sham gap (alpha / beta) in eV: 6.0 / 7.8
E_LUMO (alpha / beta) in eV: -1.39 / -0.15
F_max in eV/Å: 2.70

```
! wB97M-V def2-TZVPD RIJCOSX def2/J DEFGRID3
* xyz 0 1
C 0.12 -0.95 -0.18
H -1.97 1.25 1.00
H 3.28 -0.11 0.62
N -0.82 -1.81 -0.28
C 2.25 -0.20 0.34
H 1.74 -2.29 0.49
H -1.72 -1.42 -0.51
C -1.87 1.56 -0.02
N 0.04 0.38 -0.52
C 1.47 -1.28 0.24
H -2.49 1.10 -0.76
S 1.41 1.23 -0.18
H -1.44 2.52 -0.23
*
```


What is the formula in the second record?
C7H8O2


Which of these has the lowest E_tot?
C26H78O13S13


Among the records above, which one has the lowest F_max?
C15H22N2O4